(1)
{"formula": "C51H41N2O4PtS5", "method": "ωB97M-V/def2-TZVPD", "symbols": ["Pt", "O", "C", "C", "C", "C", "C", "C", "C", "C", "C", "O", "C", "C", "C", "C", "C", "C", "C", "C", "C", "C", "C", "C", "N", "C", "C", "C", "C", "C", "C", "C", "C", "C", "C", "C", "C", "H", "H", "H", "H", "H", "H", "H", "H", "H", "H", "H", "H", "H", "H", "H", "H", "H", "H", "H", "H", "H", "H", "H", "H", "H", "H", "H", "S", "C", "S", "C", "C", "S", "S", "S", "C", "C", "C", "C", "C", "C", "N", "C", "C", "C", "C", "C", "C", "C", "O", "O", "C", "C", "H", "H", "H", "H", "H", "H", "H", "H", "H", "H", "H", "H", "H", "H"], "xyz": [[0.107814, -0.000192, 0.111292], [2.057654, 0.234429, -0.377061], [2.551118, 1.402730, -0.913188], [1.551516, 2.556999, -0.727708], [0.324287, 2.365872, -1.549468], [0.050427, 3.206847, -2.614409], [-1.134200, 3.067216, -3.308297], [-2.040784, 2.122317, -2.877630], [-1.725700, 1.281576, -1.816957], [-2.752262, 0.287713, -1.359471], [-2.824672, 0.034348, 0.162929], [-1.719545, -0.662116, 0.581248], [-4.023383, -0.870803, 0.487145], [-4.941035, -1.342298, -0.442078], [-5.970131, -2.198567, -0.055746], [-6.086578, -2.598972, 1.262652], [-5.166424, -2.139555, 2.198697], [-4.150558, -1.285044, 1.813545], [-3.017216, 1.376353, 0.903250], [-4.078043, 2.226191, 0.602947], [-4.227235, 3.438151, 1.260812], [-3.319264, 3.811764, 2.242418], [-2.276647, 2.957053, 2.568650], [-2.128067, 1.745034, 1.905648], [-0.525488, 1.370941, -1.209466], [2.780931, 1.277892, -2.431479], [2.191936, 0.232283, -3.128343], [2.310979, 0.156094, -4.510840], [3.022730, 1.121210, -5.208015], [3.624970, 2.163421, -4.513356], [3.504989, 2.237651, -3.134408], [3.882554, 1.702143, -0.220457], [4.928397, 0.803905, -0.432384], [6.138411, 0.949134, 0.222863], [6.327429, 2.000494, 1.113454], [5.296724, 2.899590, 1.329401], [4.084773, 2.753530, 0.661706], [1.998776, 3.515179, -0.999502], [1.266313, 2.574994, 0.328645], [0.779000, 3.958191, -2.884930], [-1.361014, 3.707913, -4.150752], [-3.008219, 2.020138, -3.350032], [-2.571541, -0.681082, -1.835897], [-3.707075, 0.666946, -1.725691], [-4.872792, -1.056648, -1.483264], [-6.675638, -2.555650, -0.797089], [-6.874711, -3.278022, 1.562030], [-5.234516, -2.466593, 3.228673], [-3.418482, -0.943192, 2.534071], [-4.806491, 1.932737, -0.145643], [-5.057291, 4.088687, 1.012913], [-3.433521, 4.757131, 2.758455], [-1.571035, 3.228833, 3.344882], [-1.330371, 1.061647, 2.164626], [1.650917, -0.515242, -2.560738], [1.846276, -0.664197, -5.044518], [3.117465, 1.058570, -6.285097], [4.194226, 2.914805, -5.047573], [3.985503, 3.046681, -2.593634], [4.770019, -0.027631, -1.108517], [6.933605, 0.234459, 0.050051], [7.269036, 2.111876, 1.636389], [5.428764, 3.720235, 2.024228], [3.293514, 3.465028, 0.858440], [3.846012, 0.073314, 8.089045], [3.494324, 0.280033, 6.514642], [4.287134, -0.582744, 5.237505], [3.448996, 0.124756, 3.858799], [2.430350, 1.154751, 4.238503], [1.492178, 1.940833, 3.192311], [2.280967, 1.400360, 5.964304], [3.719897, -0.341359, 2.352691], [-5.482021, -6.020776, -0.005310], [-4.664798, -5.708868, 1.218984], [-5.243599, -5.825099, 2.479826], [-4.516774, -5.480315, 3.605240], [-3.211814, -5.034723, 3.488276], [-2.597226, -4.960606, 2.236460], [-1.290212, -4.526246, 2.070711], [-0.358591, -4.253170, 3.063549], [-0.220902, -5.047894, 4.204152], [0.712351, -4.736514, 5.179615], [1.529703, -3.624371, 5.045736], [1.415240, -2.848502, 3.902029], [0.510771, -3.156144, 2.898874], [0.478301, -2.332455, 1.628071], [0.621576, -1.061560, 1.791157], [0.295237, -2.909930, 0.560904], [-3.340660, -5.292314, 1.083676], [-2.748227, -5.162857, -0.297259], [-6.502886, -6.285422, 0.270625], [-5.058618, -6.851530, -0.574878], [-5.521239, -5.158502, -0.674874], [-6.270852, -6.158703, 2.569432], [-4.973202, -5.535912, 4.586427], [-2.672732, -4.721680, 4.371052], [-1.093856, -3.989302, 1.232431], [-0.842336, -5.926455, 4.315152], [0.799216, -5.374590, 6.050772], [2.251327, -3.370517, 5.811793], [2.037869, -1.979900, 3.764014], [-1.672386, -5.010552, -0.289859], [-3.194987, -4.316076, -0.827253], [-2.944905, -6.059246, -0.888638]], "forces_ev_per_a": [[-0.1, 0.2, 0.5], [0.1, 0.1, 0.0], [0.0, -0.1, -0.1], [0.1, 0.1, 0.1], [-0.3, 0.0, 0.0], [0.0, 0.1, 0.0], [0.0, 0.0, -0.1], [-0.1, 0.0, 0.1], [0.1, 0.1, 0.0], [0.0, 0.0, 0.0], [-0.1, 0.0, -0.2], [0.0, 0.3, 0.3], [0.0, 0.0, 0.0], [0.0, 0.1, 0.0], [0.0, 0.0, 0.0], [0.0, 0.0, 0.0], [0.0, 0.0, 0.0], [0.0, 0.0, 0.0], [0.1, -0.1, 0.0], [0.0, 0.0, -0.1], [0.0, 0.0, 0.0], [0.0, 0.0, 0.0], [0.0, 0.0, 0.0], [-0.1, 0.0, 0.0], [0.0, -0.1, -0.5], [0.1, 0.0, 0.0], [0.0, 0.0, 0.0], [0.0, 0.0, 0.0], [0.0, 0.0, 0.0], [0.0, 0.0, 0.0], [0.0, 0.0, 0.0], [0.0, 0.0, 0.0], [0.0, 0.0, 0.0], [0.0, 0.0, 0.0], [0.0, 0.0, 0.0], [0.0, 0.0, 0.0], [0.0, 0.0, 0.0], [0.0, 0.0, 0.0], [0.0, 0.0, 0.0], [0.0, 0.0, 0.0], [0.0, 0.0, 0.0], [0.0, 0.0, 0.0], [0.1, 0.0, 0.1], [0.0, -0.1, 0.0], [0.0, 0.0, 0.0], [0.0, 0.0, 0.0], [0.0, 0.0, 0.0], [0.0, 0.0, 0.0], [0.0, 0.0, 0.0], [0.0, 0.0, 0.0], [0.0, 0.0, 0.0], [0.0, 0.0, 0.0], [0.0, 0.0, 0.0], [0.0, 0.0, 0.0], [0.0, 0.0, 0.0], [0.0, 0.0, 0.0], [0.0, 0.0, 0.0], [0.0, 0.0, 0.0], [0.0, 0.0, 0.0], [0.0, 0.0, 0.0], [0.0, 0.0, 0.0], [0.0, 0.0, 0.0], [0.0, 0.0, 0.0], [0.0, 0.0, 0.0], [0.0, 0.0, 0.0], [0.0, 0.0, 0.0], [0.0, 0.0, 0.0], [0.1, 0.0, 0.0], [-0.1, 0.0, 0.0], [0.0, 0.0, 0.1], [0.0, 0.0, 0.0], [0.0, 0.0, 0.0], [0.0, 0.0, 0.0], [0.0, -0.1, 0.0], [0.0, 0.0, 0.0], [0.0, 0.0, 0.0], [0.0, -0.1, 0.1], [-0.2, 0.0, -0.1], [0.1, 0.1, -0.1], [0.1, 0.1, 0.0], [0.0, 0.0, 0.0], [0.0, 0.0, 0.0], [0.0, 0.0, 0.0], [0.0, -0.1, 0.0], [0.0, 0.1, 0.0], [-0.2, 0.1, 0.6], [0.3, -0.7, -0.5], [0.0, -0.1, -0.3], [0.0, 0.0, 0.0], [0.0, 0.0, 0.0], [0.0, 0.0, 0.0], [0.0, 0.0, 0.0], [0.0, 0.0, 0.0], [0.0, 0.0, 0.0], [0.0, 0.0, 0.0], [0.0, 0.0, 0.0], [0.0, -0.1, -0.1], [0.0, 0.0, 0.0], [0.0, 0.0, 0.0], [0.0, 0.0, 0.0], [0.0, 0.0, 0.0], [0.0, 0.0, 0.0], [0.0, 0.0, 0.0], [0.0, 0.0, 0.0]], "homo_ev": -4.778, "relative_energy_kj_mol": 182.8, "total_charge": -1, "orbital_gap_ev": 4.9, "mol_weight_g_mol": 1101.3}

***

(2)
{"formula": "C35H55N4OP2SZn", "method": "ωB97M-V/def2-TZVPD", "symbols": ["C", "C", "C", "C", "C", "H", "H", "H", "N", "P", "P", "C", "H", "H", "C", "O", "C", "H", "C", "C", "C", "C", "C", "H", "H", "H", "C", "H", "H", "H", "C", "H", "H", "H", "C", "H", "H", "H", "C", "H", "H", "H", "C", "H", "H", "H", "C", "H", "H", "H", "C", "H", "H", "H", "C", "H", "H", "H", "C", "H", "H", "H", "C", "H", "H", "H", "C", "H", "H", "H", "Zn", "N", "C", "C", "C", "C", "C", "H", "C", "H", "C", "H", "H", "H", "S", "C", "N", "C", "C", "C", "N", "H", "H", "H", "H", "H", "H", "H", "H"], "xyz": [[-0.735126, 2.475448, 1.739743], [-2.371532, 1.897165, 0.137484], [-1.487569, 3.563289, 2.184202], [-3.236101, 2.887867, 0.680623], [-2.779814, 3.734361, 1.674164], [-1.061383, 4.225587, 2.937387], [-4.229148, 2.986607, 0.244143], [-3.411763, 4.530403, 2.057721], [-1.155541, 1.671288, 0.750010], [0.856580, 0.340093, 2.467051], [-1.524661, 0.331734, -2.031201], [0.630301, 2.163327, 2.378628], [1.425512, 2.602338, 1.755038], [0.714663, 2.611366, 3.378235], [1.680039, -1.696498, -0.873155], [2.151530, -2.282773, -1.741799], [-2.708107, 1.180218, -1.040998], [-3.746013, 1.237367, -1.372445], [-0.985789, 1.641065, -3.364592], [-2.540668, -1.033130, -2.920082], [2.715948, 0.025040, 2.683950], [-0.144536, -0.056100, 4.040107], [0.357499, 1.153345, -3.930266], [0.254012, 0.216849, -4.489528], [0.745711, 1.915319, -4.621022], [1.095591, 0.999893, -3.137112], [-2.004960, 1.823234, -4.493315], [-2.141207, 0.929561, -5.111223], [-2.976160, 2.162819, -4.111402], [-1.631393, 2.613103, -5.163520], [-0.815126, 3.010238, -2.703440], [-0.395855, 3.705500, -3.446030], [-1.774359, 3.419445, -2.367564], [-0.132820, 2.978025, -1.853631], [-1.634307, -1.618861, -4.018074], [-0.639996, -1.873819, -3.623770], [-2.085413, -2.545376, -4.400090], [-1.505196, -0.945921, -4.872545], [-2.877256, -2.146138, -1.920487], [-1.980714, -2.645223, -1.539321], [-3.439528, -1.769205, -1.059418], [-3.496164, -2.898735, -2.432338], [-3.878827, -0.540583, -3.481451], [-3.789390, 0.205275, -4.272311], [-4.397697, -1.405257, -3.920433], [-4.525950, -0.136994, -2.696640], [0.071404, -1.538863, 4.371942], [-0.632057, -1.817056, 5.171173], [-0.145219, -2.177121, 3.503831], [1.083638, -1.747189, 4.740235], [-1.640687, 0.169632, 3.771758], [-1.867611, 1.215094, 3.535967], [-2.006737, -0.467767, 2.958317], [-2.191910, -0.095319, 4.686306], [0.215444, 0.823727, 5.251186], [-0.364803, 0.454107, 6.110129], [1.268235, 0.775283, 5.537407], [-0.060342, 1.874775, 5.101723], [3.528424, 0.823544, 1.655444], [3.383188, 1.906026, 1.750266], [4.597417, 0.619302, 1.820971], [3.292999, 0.531131, 0.629132], [2.932110, -1.475532, 2.410564], [2.663341, -1.732853, 1.373056], [3.997465, -1.705736, 2.559117], [2.349699, -2.112628, 3.087990], [3.193851, 0.406141, 4.088051], [2.944531, 1.446719, 4.340175], [2.806597, -0.268394, 4.862845], [4.291642, 0.323513, 4.118741], [0.042547, -0.005991, 0.099519], [1.383914, 1.290262, -0.685828], [1.991178, 2.253933, -0.984528], [2.792775, 3.347211, -1.369127], [4.163523, 3.142053, -1.642245], [2.238893, 4.644960, -1.487419], [4.957216, 4.212751, -2.048720], [4.582684, 2.136856, -1.533146], [3.039847, 5.701044, -1.917545], [1.186061, 4.803669, -1.236084], [4.396825, 5.489716, -2.195723], [6.018214, 4.049604, -2.254141], [2.601645, 6.696437, -2.033032], [5.019176, 6.321600, -2.523484], [-1.316379, -1.776298, 1.028976], [-0.967180, -3.479943, 0.927997], [0.250190, -3.944867, 0.627896], [0.617569, -5.352623, 0.669934], [-0.583081, -6.227136, 0.371798], [-1.812268, -5.816047, 1.156865], [-1.945277, -4.361422, 1.187976], [0.982709, -3.248880, 0.505123], [1.039747, -5.605778, 1.655530], [1.398250, -5.515810, -0.076765], [-0.335589, -7.268631, 0.609443], [-0.807577, -6.180185, -0.699843], [-1.763481, -6.194395, 2.184949], [-2.713225, -6.224497, 0.690728], [-2.849173, -3.955414, 1.403628]], "forces_ev_per_a": [[-0.1, 0.9, 0.3], [0.1, -0.9, -1.3], [1.1, -0.6, 0.3], [-0.1, 0.7, 0.8], [-0.6, -0.6, -0.8], [-0.2, -0.2, -0.1], [0.2, 0.1, 0.2], [0.0, -0.1, -0.1], [0.2, -0.2, 0.0], [0.3, 0.5, -0.1], [-0.6, 0.4, 0.2], [-0.1, 0.3, -0.2], [-0.2, -0.2, 0.2], [-0.1, 0.0, -0.4], [1.4, -1.5, -2.9], [-1.3, 1.6, 2.4], [-0.2, 0.2, 1.0], [0.3, 0.3, 0.0], [0.0, -0.9, 0.1], [0.6, 0.4, 0.1], [-0.6, 0.1, 0.4], [0.3, -0.1, -0.1], [0.0, 0.3, -0.3], [0.0, 0.2, 0.1], [0.1, -0.2, 0.1], [-0.1, 0.0, -0.2], [0.2, 0.2, -0.2], [0.0, 0.3, 0.2], [0.2, -0.1, 0.0], [-0.1, -0.1, 0.1], [0.0, 0.1, 0.0], [0.0, -0.1, 0.1], [0.2, -0.2, 0.0], [-0.2, 0.0, 0.0], [-0.2, -0.2, -0.1], [-0.2, 0.1, -0.1], [0.1, 0.1, 0.0], [0.0, -0.2, 0.2], [0.0, -0.1, 0.1], [-0.1, 0.1, -0.1], [0.1, 0.0, -0.2], [0.1, 0.2, 0.1], [-0.1, -0.1, -0.3], [0.0, -0.2, 0.2], [0.0, 0.1, 0.1], [0.1, -0.1, -0.1], [-0.1, -0.1, 0.3], [0.2, 0.0, -0.1], [0.1, 0.2, 0.2], [-0.2, 0.1, -0.1], [-0.2, -0.1, -0.3], [0.0, -0.2, 0.1], [0.0, 0.3, 0.3], [0.1, 0.0, -0.2], [0.1, -0.1, 0.2], [0.1, 0.1, -0.2], [-0.3, 0.0, 0.0], [0.0, -0.3, 0.0], [0.1, 0.0, 0.0], [0.1, -0.2, 0.0], [-0.3, 0.0, 0.0], [0.0, 0.0, 0.2], [0.2, 0.0, 0.1], [0.1, 0.1, 0.4], [-0.2, 0.0, -0.1], [0.2, 0.2, -0.2], [0.6, -0.2, 0.1], [0.0, -0.3, -0.1], [0.1, 0.2, -0.2], [-0.2, 0.0, 0.0], [-1.3, 0.3, 0.1], [2.5, 3.4, -1.1], [-1.8, -3.3, 1.0], [0.8, 1.4, -0.4], [-0.2, -0.1, 0.0], [0.0, -0.3, 0.0], [-0.2, 0.1, 0.0], [-0.1, 0.4, -0.1], [0.1, -0.1, 0.1], [0.4, 0.0, -0.2], [-0.2, -0.4, 0.1], [-0.4, 0.1, 0.1], [0.2, -0.4, 0.1], [-0.2, -0.2, 0.1], [-0.4, -1.8, -0.1], [-0.3, 0.7, 0.0], [0.2, 0.4, 0.0], [0.3, -0.1, 0.3], [0.0, -0.3, -0.5], [-0.1, 0.0, 0.4], [0.1, 0.6, -0.1], [-0.5, -0.4, 0.3], [-0.1, 0.1, -0.2], [-0.1, 0.0, 0.1], [-0.1, 0.2, -0.1], [0.0, 0.0, 0.1], [0.0, 0.0, -0.1], [0.1, 0.0, 0.1], [0.3, -0.1, -0.1]], "homo_ev": -8.107, "total_charge": 1, "orbital_gap_ev": 5.4, "mol_weight_g_mol": 707.3}

***

(3)
{"formula": "CH3N2O", "method": "ωB97M-V/def2-TZVPD", "symbols": ["N", "C", "N", "O", "H", "H", "H"], "xyz": [[0.489695, 0.261339, -1.083883], [0.147226, -0.229888, 0.011354], [-0.545732, -0.334914, 1.031168], [-1.151698, -1.160882, 1.644998], [-0.072471, 0.815480, -1.698541], [1.342291, 0.126039, -1.454727], [-0.209311, 0.522826, 1.549632]], "forces_ev_per_a": [[-3.2, 0.7, 1.0], [1.7, -0.8, -2.8], [0.3, 1.8, 2.2], [-1.5, -1.5, 0.4], [-1.2, 0.4, -0.3], [4.2, -0.9, -1.2], [-0.4, 0.3, 0.6]], "smiles": "[NH2+]=C=[NH+][O-]", "homo_ev": -16.148, "relative_energy_kj_mol": 410.0, "total_charge": 1, "orbital_gap_ev": 9.8, "mol_weight_g_mol": 59.0}

***

(4)
{"formula": "C2CuLiO4", "method": "ωB97M-V/def2-TZVPD", "symbols": ["O", "C", "O", "Li", "Cu", "O", "O", "C"], "xyz": [[-1.454249, -0.230268, -0.470246], [-1.839411, -0.573097, 0.748931], [-2.647847, -1.564380, 0.788691], [-2.419630, -1.904665, -1.289318], [-0.099738, 1.025929, 0.602872], [1.998875, 1.639676, 0.452063], [3.394708, 0.321983, -0.755978], [3.067292, 1.284822, -0.077015]], "forces_ev_per_a": [[0.0, -0.1, -0.6], [-0.2, -0.3, -0.7], [0.4, 0.3, -0.2], [0.4, 1.0, 1.5], [0.4, -0.9, -0.2], [-0.9, 0.4, 0.4], [0.2, 0.6, 0.3], [-0.4, -1.0, -0.5]], "s_squared": 0.75, "spin_multiplicity": 2, "homo_ev": [-2.603, -3.115], "relative_energy_kj_mol": 11.3, "total_charge": -1, "orbital_gap_ev": [4.4, 4.9], "mol_weight_g_mol": 158.5}

***

(5)
{"formula": "Cl2H2NO3P", "method": "ωB97M-V/def2-TZVPD", "symbols": ["N", "O", "O", "O", "P", "Cl", "Cl", "H", "H"], "xyz": [[-1.208741, -0.037148, 0.873071], [-0.656681, 0.501438, -1.607281], [1.295021, -0.954760, -0.062489], [0.712281, 1.623585, 0.429714], [-0.112244, 0.427396, -0.238652], [0.450766, -2.364657, -0.489722], [2.115635, 2.017488, -0.461100], [-1.776510, -0.383131, 0.137280], [-0.819527, -0.830210, 1.419178]], "forces_ev_per_a": [[1.2, -0.9, 0.6], [0.9, -0.3, 1.2], [-1.5, 1.9, -0.3], [-4.1, -2.3, 1.9], [2.0, 1.7, -0.5], [0.3, -0.7, -0.1], [4.1, 1.0, -2.6], [-2.3, -1.2, -0.1], [-0.7, 0.8, -0.1]], "s_squared": 2.01, "spin_multiplicity": 3, "homo_ev": [-6.299, -9.828], "relative_energy_kj_mol": 200.5, "orbital_gap_ev": [4.2, 4.7], "mol_weight_g_mol": 165.9}

***

(6)
{"formula": "C5H9NO2", "method": "ωB97M-V/def2-TZVPD", "symbols": ["C", "C", "O", "C", "C", "C", "N", "O", "H", "H", "H", "H", "H", "H", "H", "H", "H"], "xyz": [[1.106645, -2.025887, 0.286461], [0.503583, -0.866517, 0.503268], [-0.793193, -0.935201, 1.339255], [0.438467, 0.377039, -0.278933], [1.082677, 1.559176, 0.427622], [-1.189349, 0.562741, -0.392857], [-1.714868, -0.071978, -1.500852], [-1.768652, 1.492815, 0.139468], [1.877990, -2.115530, -0.471354], [0.867587, -2.899113, 0.882538], [-0.980016, -0.107905, 1.817863], [0.832543, 0.248637, -1.290700], [1.623832, 2.192951, -0.282561], [1.804491, 1.266704, 1.196159], [0.413432, 2.230835, 0.971354], [-1.403842, -1.012806, -1.701288], [-2.701327, 0.104036, -1.645445]], "forces_ev_per_a": [[0.1, 0.3, 0.4], [-3.5, -1.3, 1.1], [2.7, -0.5, -0.6], [-1.7, 0.4, 0.4], [0.6, 0.9, 0.3], [1.4, 2.2, -2.1], [-0.1, -0.3, 0.7], [0.3, -1.0, 0.3], [0.0, 0.1, 0.1], [0.0, 0.1, -0.1], [0.5, -0.2, -0.3], [0.0, 0.0, 0.2], [-0.1, -0.1, 0.1], [0.1, -0.3, -0.3], [-0.5, -0.3, -0.3], [0.0, 0.1, 0.0], [0.1, -0.2, 0.1]], "smiles": "C=C(O)[C@H](C)C(N)=O", "homo_ev": -9.637, "relative_energy_kj_mol": 162.3, "orbital_gap_ev": 10.4, "mol_weight_g_mol": 115.1}